(1)
This record from OMol25 describes C39H48FIN8O4PS3W as an isolated structure. The level of theory is ωB97M-V/def2-TZVPD.

Structure (XYZ):
```
106
Properties=species:S:1:pos:R:3
W 0.086 -0.449 -0.489
I 0.097 -2.948 -3.539
S 2.663 1.925 2.747
S 0.167 0.297 2.177
S 1.794 -2.092 -0.124
P -2.368 -2.303 0.886
F 2.637 5.209 0.443
O -0.211 1.737 -0.642
O 2.166 5.582 3.180
O -2.025 3.876 2.738
O -2.309 1.094 -0.385
N -2.862 -3.611 -0.013
N 2.016 0.941 0.438
N 1.664 -0.017 -2.366
N -3.755 -1.430 1.096
N -0.731 4.002 0.854
N -1.165 -1.597 0.210
N -1.930 -2.736 2.430
N 0.084 4.706 2.906
C 3.678 2.308 1.392
C -0.520 -3.137 2.631
C -4.152 -4.276 0.096
C -4.722 -4.529 -1.313
C 3.559 0.214 -4.423
C 4.959 2.727 -0.995
C 2.446 0.982 -4.402
C -2.389 -5.305 -1.740
C -2.450 -4.862 3.554
C 4.815 3.103 1.375
C -0.329 -3.582 4.070
C 3.747 -0.756 -3.418
C -4.520 -1.050 -0.102
C -0.972 4.153 2.203
C -1.820 -4.478 -0.578
C 1.615 1.010 1.683
C 1.335 5.098 2.442
C -1.766 3.396 0.025
C 4.876 -1.599 -3.433
C 5.021 -2.543 -2.453
C -1.149 -4.847 4.372
C -1.431 1.957 -0.357
C 0.486 4.326 0.298
C -4.914 0.549 1.993
C -0.762 -1.174 -2.368
C -3.591 -4.593 -2.346
C 4.053 -2.672 -1.456
C 2.765 -0.857 -2.401
C 5.461 3.307 0.169
C 1.474 4.869 1.015
C -2.904 -3.436 3.273
C 1.497 0.839 -3.358
C -3.680 -0.344 2.103
C -5.997 -0.917 0.271
C 3.166 1.698 0.232
C 0.296 1.733 -3.484
C -6.142 -0.296 1.671
C 2.929 -1.863 -1.404
C 3.824 1.934 -0.976
H -4.832 -3.663 0.686
H -4.031 -5.229 0.630
H 6.345 3.929 0.128
H 4.301 0.315 -5.207
H -1.772 -1.556 -2.224
H 0.732 -3.756 4.251
H -3.877 -3.419 2.781
H -1.865 3.989 -0.888
H -4.759 1.297 1.211
H -4.374 -1.806 -0.872
H -1.419 -5.151 0.195
H 5.171 3.565 2.286
H -6.224 -1.090 2.421
H -2.699 -6.296 -1.389
H -6.487 -0.286 -0.477
H 0.120 -2.290 2.396
H -5.035 1.094 2.930
H -1.001 -3.847 -0.925
H 3.456 1.515 -1.896
H 0.608 4.102 -0.751
H -0.798 -0.499 -3.219
H -3.649 -0.806 3.092
H -0.236 -3.955 1.955
H -0.067 4.791 3.901
H -3.288 -3.585 -2.641
H -3.930 -5.099 -3.252
H -3.235 -5.416 4.076
H -4.130 -0.113 -0.502
H -0.482 1.490 -2.781
H -7.058 0.295 1.738
H -1.604 -5.451 -2.482
H 5.881 -3.202 -2.450
H 5.459 2.901 -1.940
H -0.629 -2.762 4.727
H -5.279 -5.470 -1.309
H -2.772 0.250 1.977
H -6.491 -1.892 0.237
H 2.253 1.718 -5.172
H -1.379 -4.892 5.440
H 4.165 -3.432 -0.693
H -2.291 -5.364 2.595
H -3.028 -2.898 4.222
H -0.560 -5.738 4.142
H -5.434 -3.743 -1.580
H -2.700 3.420 0.574
H 5.604 -1.485 -4.226
H 0.595 2.775 -3.335
H -0.093 1.645 -4.501
```

The highest occupied orbital energy (alpha / beta) comes out at -3.152 / -3.154 eV. The total charge is -1. The value obtained for the HOMO-LUMO gap (alpha / beta) is 0.2060 / 0.2060 hartree. The relative energy (zero: lowest compared OMol25 entry of this formula, charge and spin) is 1.219 eV. The value obtained for the molecular weight is 1149.8 Da.

These are the Löwdin partial charges, in e, on atoms 1 to 4: atom 1 (W): 1.167, atom 2 (I): 0.573, atom 3 (S): 1.024, atom 4 (S): 0.610

=====

(2)
This record from OMol25 describes C39H49N3O5SSbSiYb as an isolated structure. The level of theory is ωB97M-V/def2-TZVPD.

Structure (XYZ):
```
100
Properties=species:S:1:pos:R:3
Yb -16.651 10.787 11.181
Sb -13.414 12.021 11.526
S -21.119 11.639 10.399
Si -16.415 8.560 8.342
O -15.756 8.689 14.699
O -16.747 12.028 13.130
O -15.976 9.064 12.481
O -16.896 14.051 14.172
O -16.199 9.739 9.479
N -18.257 8.363 15.129
N -18.880 10.268 11.386
N -17.604 12.920 10.873
C -13.519 9.791 4.850
C -12.654 10.647 14.201
C -14.183 9.704 7.176
C -14.341 14.874 12.107
C -18.601 14.503 9.390
C -20.540 7.927 8.018
C -12.051 12.650 9.909
C -18.046 15.133 11.675
C -18.151 13.223 9.689
C -11.969 10.913 12.807
C -11.016 11.649 9.561
C -15.771 4.438 8.724
C -15.097 4.338 9.938
C -17.926 8.586 13.696
C -18.389 7.348 12.918
C -14.625 8.992 4.531
C -19.188 7.723 8.319
C -18.968 7.081 15.226
C -15.230 6.729 10.240
C -18.221 8.580 7.805
C -19.971 9.888 6.692
C -16.226 5.709 8.314
C -13.048 14.053 14.060
C -16.375 8.794 13.645
C -19.816 10.854 10.965
C -15.461 8.542 5.549
C -20.927 9.010 7.194
C -11.648 9.536 12.239
C -18.482 15.451 10.387
C -17.584 13.834 11.856
C -18.628 9.677 7.015
C -15.970 6.861 9.040
C -18.437 6.317 14.019
C -15.313 8.940 6.884
C -17.028 13.266 13.229
C -13.190 13.964 12.544
C -14.785 5.481 10.652
C -12.934 13.049 8.688
C -13.283 10.101 6.168
H -18.197 12.445 8.966
H -19.352 7.579 12.492
H -18.786 6.622 16.213
H -17.861 10.341 6.733
H -19.137 5.491 13.786
H -10.401 11.426 10.426
H -17.306 8.307 15.559
H -12.832 15.133 14.293
H -18.809 16.475 10.190
H -16.335 7.964 5.306
H -13.822 13.631 8.968
H -18.883 14.709 8.383
H -20.014 7.359 15.144
H -14.006 9.985 8.236
H -14.000 15.928 12.141
H -14.218 5.349 11.579
H -13.559 10.047 14.069
H -14.831 8.742 3.500
H -11.207 9.581 11.245
H -13.300 12.176 8.187
H -12.903 11.544 14.740
H -18.728 9.152 15.510
H -18.875 6.924 9.003
H -17.718 7.085 12.081
H -11.181 11.648 12.859
H -20.247 10.749 6.084
H -18.377 9.493 13.396
H -16.016 3.547 8.147
H -14.707 14.677 11.079
H -11.034 8.947 12.920
H -10.345 11.973 8.751
H -12.384 13.704 7.985
H -11.981 10.027 14.792
H -13.928 13.738 14.606
H -14.794 3.367 10.298
H -12.225 13.496 14.505
H -22.005 9.139 6.957
H -12.548 9.018 12.169
H -15.268 14.725 12.691
H -17.466 5.855 14.173
H -14.986 7.579 10.843
H -12.395 10.682 6.432
H -16.892 5.781 7.475
H -21.297 7.248 8.377
H -18.042 15.796 12.523
H -11.472 10.682 9.212
H -12.848 10.202 4.114
H -11.574 13.559 10.244
H -12.237 14.289 12.082
```

Its multiplicity is 2. The highest occupied orbital energy (alpha / beta) comes out at -8.163 / -8.164 eV. The value obtained for the HOMO-LUMO gap (alpha / beta) is 0.2981 / 0.2982 hartree. The relative energy (zero: lowest compared OMol25 entry of this formula, charge and spin) is 0.000 eV. The value obtained for the molecular weight is 994.8 Da. Its expectation value of S² is 0.75.

These are the Löwdin partial charges, in e, on atoms 1 to 4: atom 1 (Yb): 1.472, atom 2 (Sb): 1.511, atom 3 (S): 0.547, atom 4 (Si): 0.500

=====

The lowest molecular weight belongs to which entry? C39H49N3O5SSbSiYb

=====

Among the records above, which one has the highest molecular weight? C39H48FIN8O4PS3W

=====

Look up the relative energy (zero: lowest compared OMol25 entry of this formula, charge and spin) of the first one. 1.219 eV